An isolated ion of composition C18H34N3OS and charge +1. Source: OMol25; level of theory: wB97M-V/def2-TZVPD.

XYZ file:
```
57
C18H34N3OS wB97M-V/def2-TZVPD
C 3.776 -1.591 1.452
C 4.586 -0.449 0.821
C 3.736 0.319 -0.189
C 2.690 1.237 0.471
C 2.457 2.497 -0.384
C 1.035 3.087 -0.337
C 0.240 2.796 0.956
C -0.894 1.764 0.741
C -2.288 2.402 0.843
C -3.382 1.689 0.044
C -3.748 0.264 0.524
C -3.111 -0.302 1.808
C -2.303 -1.564 1.454
N -2.600 -1.958 0.048
C -1.377 -2.293 -0.783
C -0.980 -3.750 -0.732
S 0.312 -4.068 -2.007
C 0.818 -2.462 -2.414
N 1.724 -1.761 -1.844
N 1.759 -0.549 -2.493
C 0.876 -0.603 -3.413
O 0.227 -1.784 -3.431
C -3.131 -0.665 -0.551
H 3.088 -2.011 0.722
H 4.428 -2.398 1.773
H 3.199 -1.202 2.288
H 4.994 0.210 1.581
H 5.402 -0.905 0.266
H 4.351 0.874 -0.891
H 3.193 -0.427 -0.765
H 3.137 1.563 1.409
H 1.765 0.702 0.665
H 2.647 2.206 -1.415
H 3.198 3.257 -0.163
H 1.128 4.166 -0.422
H 0.440 2.774 -1.194
H 0.871 2.527 1.794
H -0.250 3.725 1.236
H -0.793 1.028 1.540
H -0.738 1.253 -0.209
H -2.211 3.402 0.427
H -2.607 2.491 1.879
H -3.116 1.721 -1.011
H -4.281 2.292 0.131
H -4.818 0.123 0.427
H -3.960 -0.705 2.359
H -2.607 0.390 2.459
H -1.256 -1.310 1.605
H -2.478 -2.367 2.158
H -3.319 -2.677 0.060
H -1.639 -2.060 -1.806
H -0.591 -1.650 -0.415
H -1.814 -4.422 -0.896
H -0.524 -4.024 0.214
H 0.660 0.200 -4.084
H -2.231 -0.140 -0.846
H -3.688 -0.862 -1.461
```

Properties
total energy	-36562.28438	eV
SMILES string	CCCCCCCCCC[C@@H]1CC[N@H+](CCSc2nnco2)C1
net charge	+1

A 3-piece molecular cluster, C18H35ClIN2O11P2 overall. Source: OMol25; level of theory: wB97M-V/def2-TZVPD.

XYZ file:
```
70
C18H35ClIN2O11P2 wB97M-V/def2-TZVPD
O 1.910 7.097 4.292
C 1.987 7.499 3.013
I 3.465 6.431 1.748
C 1.058 8.745 2.400
C -0.472 8.201 2.184
C -0.872 7.018 1.065
C -2.471 6.698 1.130
O -2.943 5.654 0.158
N -3.534 7.274 1.998
O -4.838 6.854 1.945
N -3.228 8.257 2.885
C -1.819 8.680 2.969
Cl -1.504 10.016 4.274
H 1.568 9.122 1.416
H 1.107 9.589 3.243
H -0.076 6.497 0.366
H -2.405 4.817 0.282
H -5.002 6.553 2.906
O 1.446 2.703 0.080
P 0.976 1.661 1.124
O 2.472 0.966 1.269
C 3.439 1.648 2.049
C 3.178 1.444 3.529
O 0.346 0.654 -0.042
C -0.332 1.202 -1.164
C 0.568 1.128 -2.385
O 0.451 0.496 2.291
C 0.204 -0.879 2.021
C 1.432 -1.677 1.622
H 3.449 2.712 1.798
H 4.417 1.234 1.789
H 2.235 1.914 3.826
H 3.983 1.881 4.127
H 3.097 0.380 3.770
H -0.666 2.226 -0.967
H -1.230 0.600 -1.336
H 1.539 1.599 -2.204
H 0.099 1.615 -3.245
H 0.773 0.084 -2.642
H -0.605 -0.991 1.293
H -0.179 -1.301 2.957
H 1.793 -1.394 0.632
H 1.198 -2.746 1.594
H 2.251 -1.519 2.331
O -0.330 -5.503 -0.183
P -0.857 -6.326 -1.384
O 0.462 -5.999 -2.330
C 1.653 -6.721 -2.066
C 1.569 -8.125 -2.632
O -1.846 -5.092 -1.902
C -2.545 -4.296 -0.956
C -1.865 -2.944 -0.830
O -1.445 -7.245 -2.726
C -2.014 -6.696 -3.908
C -1.054 -5.880 -4.755
H 1.853 -6.745 -0.992
H 2.474 -6.180 -2.546
H 0.800 -8.708 -2.116
H 2.525 -8.645 -2.522
H 1.299 -8.104 -3.693
H -2.622 -4.802 0.012
H -3.566 -4.157 -1.327
H -0.800 -3.043 -0.597
H -2.337 -2.340 -0.050
H -1.926 -2.400 -1.779
H -2.924 -6.135 -3.675
H -2.342 -7.553 -4.507
H -0.787 -4.940 -4.268
H -1.511 -5.632 -5.718
H -0.128 -6.432 -4.941
```

Properties
total energy	-83915.96099	eV
net charge	+1

C18H35CoNP2S2 as an isolated structure. Source: OMol25; level of theory: wB97M-V/def2-TZVPD.

XYZ file:
```
59
C18H35CoNP2S2 wB97M-V/def2-TZVPD
Co -0.467 0.171 0.116
S -1.014 2.230 -0.346
S -0.844 -2.028 -0.149
C -2.850 2.258 -0.359
C -0.602 2.377 -2.134
C -0.985 1.133 -2.906
N -0.399 -0.022 -2.203
C -0.872 -1.306 -2.776
C -0.369 -2.413 -1.871
H 0.484 2.550 -2.193
H -1.126 3.263 -2.505
H -0.608 1.170 -3.940
H -2.073 1.008 -2.946
H -0.497 -1.427 -3.808
H -1.970 -1.290 -2.811
H 0.727 -2.496 -1.913
H -0.819 -3.378 -2.124
C -2.634 -2.422 -0.333
H 0.615 0.010 -2.350
H -3.152 -1.666 -0.937
H -3.063 -2.472 0.672
H -2.694 -3.409 -0.810
H -3.166 2.242 0.694
H -3.289 1.408 -0.902
H -3.152 3.210 -0.819
C 5.557 0.098 -1.771
C 5.812 0.121 -0.455
H 5.370 1.017 -2.332
H 5.567 -0.831 -2.346
H 5.850 1.063 0.101
H 6.015 -0.793 0.111
C 2.598 0.169 -0.278
P 1.410 0.556 1.019
C 1.933 2.087 1.862
C 1.460 -0.621 2.450
C 2.629 -1.089 3.044
C 2.544 -1.765 4.268
C 1.298 -2.000 4.859
C 0.123 -1.502 4.264
C 0.206 -0.794 3.065
P -1.174 0.136 2.231
C -2.696 -0.736 2.666
C -1.313 1.703 3.171
H 3.614 0.408 0.038
H 2.390 0.769 -1.177
H 2.528 -0.895 -0.525
H 1.641 2.080 2.922
H 3.028 2.175 1.823
H 1.483 2.961 1.371
H 3.590 -0.913 2.560
H 3.463 -2.093 4.753
H 1.237 -2.563 5.795
H -0.837 -1.638 4.761
H -3.037 -0.413 3.660
H -3.466 -0.472 1.929
H -2.530 -1.820 2.656
H -1.439 1.464 4.237
H -0.440 2.352 3.043
H -2.206 2.245 2.835
```

Properties
2S+1	5
total energy	-98570.39012	eV
net charge	+3

C18H35CrNP2S2 as an isolated structure. Source: OMol25; level of theory: wB97M-V/def2-TZVPD.

XYZ file:
```
59
C18H35CrNP2S2 wB97M-V/def2-TZVPD
Cr 0.610 0.179 -0.020
S 0.495 -1.081 1.991
S 1.321 1.260 -1.996
C 2.230 -0.836 2.619
C 0.635 -2.772 1.287
C 1.495 -2.768 0.039
N 0.988 -1.739 -0.896
C 1.853 -1.540 -2.071
C 1.362 -0.354 -2.889
H -0.384 -3.130 1.080
H 1.073 -3.386 2.083
H 1.429 -3.746 -0.460
H 2.551 -2.569 0.277
H 1.807 -2.460 -2.674
H 2.896 -1.406 -1.748
H 0.366 -0.539 -3.320
H 2.056 -0.128 -3.705
C 3.032 1.547 -1.356
H 0.079 -2.097 -1.239
H 3.450 0.697 -0.791
H 3.005 2.445 -0.717
H 3.621 1.745 -2.263
H 2.285 0.116 3.169
H 2.957 -0.832 1.791
H 2.439 -1.665 3.315
C -4.439 -2.733 -2.213
C -5.030 -1.665 -1.654
H -4.317 -3.667 -1.657
H -4.098 -2.725 -3.251
H -5.390 -1.690 -0.620
H -5.207 -0.740 -2.210
C -2.400 1.098 -2.720
P -1.577 1.065 -1.090
C -2.753 0.040 -0.159
C -1.584 2.858 -0.650
C -2.200 3.877 -1.393
C -1.948 5.220 -1.135
C -1.028 5.585 -0.180
C -0.326 4.610 0.514
C -0.616 3.273 0.297
P 0.190 2.038 1.337
C 1.579 2.795 2.222
C -1.100 1.730 2.583
H -2.559 0.079 -3.094
H -1.836 1.669 -3.462
H -3.383 1.574 -2.570
H -2.435 -0.176 0.865
H -3.745 0.499 -0.148
H -2.793 -0.927 -0.679
H -2.887 3.622 -2.197
H -2.467 5.989 -1.716
H -0.845 6.634 0.056
H 0.472 4.894 1.199
H 1.195 3.555 2.921
H 2.104 2.022 2.794
H 2.285 3.240 1.509
H -1.321 2.680 3.075
H -2.014 1.369 2.106
H -0.715 1.003 3.303
```

Properties
2S+1	5
total energy	-89379.81847	eV
net charge	+2

C18H36BeFO18 as an isolated structure. Source: OMol25; level of theory: wB97M-V/def2-TZVPD.

XYZ file:
```
74
C18H36BeFO18 wB97M-V/def2-TZVPD
Be -3.483 1.411 6.219
F -1.726 0.634 5.129
C -1.598 2.396 2.580
O -2.697 3.272 2.342
C -3.556 3.511 3.311
O -3.615 2.970 4.398
O -4.324 4.510 2.935
C -5.241 5.042 3.909
H -0.989 2.293 1.687
H -2.025 1.414 2.786
H -1.019 2.667 3.459
H -4.653 5.368 4.767
H -5.972 4.312 4.248
H -5.700 5.881 3.398
C -1.202 -2.452 6.622
O -2.480 -3.036 6.853
C -3.509 -2.239 6.984
O -3.455 -1.029 7.044
O -4.606 -2.975 7.091
C -5.810 -2.450 7.615
H -0.863 -1.785 7.413
H -1.173 -1.839 5.717
H -0.492 -3.252 6.439
H -6.381 -2.023 6.790
H -5.760 -1.743 8.443
H -6.362 -3.315 7.977
C 0.021 0.982 7.965
O -0.683 0.466 9.100
C -1.945 0.771 9.241
O -2.608 1.453 8.474
O -2.387 0.236 10.361
C -3.763 0.412 10.690
H -0.551 0.918 7.038
H 0.928 0.388 7.875
H 0.353 2.009 8.119
H -4.403 -0.088 9.966
H -3.972 1.482 10.732
H -3.950 0.024 11.687
C -3.462 -1.235 3.144
O -4.876 -1.197 3.078
C -5.502 -0.534 4.009
O -4.960 0.191 4.832
O -6.805 -0.634 3.855
C -7.621 0.000 4.842
H -3.053 -1.999 2.485
H -3.174 -1.537 4.150
H -3.013 -0.298 2.828
H -7.287 -0.254 5.845
H -8.638 -0.310 4.622
H -7.619 1.088 4.757
C 0.109 -0.831 2.907
O 1.327 -1.181 2.303
C 1.783 -0.480 1.282
O 1.251 0.471 0.762
O 2.932 -1.001 0.878
C 3.519 -0.519 -0.329
H -0.114 -1.379 3.816
H -0.739 -0.940 2.227
H 0.111 0.226 3.182
H 4.584 -0.712 -0.264
H 3.361 0.557 -0.389
H 3.055 -0.971 -1.204
C 0.208 3.663 5.767
O -0.219 4.321 6.966
C -1.478 4.246 7.333
O -2.325 3.575 6.780
O -1.657 5.017 8.384
C -2.726 4.785 9.285
H 0.040 4.342 4.928
H -0.386 2.763 5.612
H 1.280 3.492 5.789
H -2.476 4.018 10.016
H -3.620 4.448 8.755
H -3.032 5.712 9.760
```

Properties
ΔE to the lowest compared entry with this formula, charge and spin	0.0	kcal/mol
total energy	-59216.58787	eV
net charge	+1

A 9-piece molecular cluster, C18H36Br18 overall. Source: OMol25; level of theory: wB97M-V/def2-TZVPD.

XYZ file:
```
72
C18H36Br18 wB97M-V/def2-TZVPD
Br -5.155 -3.872 2.919
C -6.199 -4.453 4.597
C -7.678 -4.156 4.506
Br -8.706 -4.814 6.097
H -5.642 -3.965 5.397
H -5.996 -5.492 4.856
H -8.168 -4.442 3.576
H -7.733 -3.072 4.598
Br -5.825 3.662 2.123
C -5.515 2.745 3.782
C -3.993 2.422 3.746
Br -3.718 1.170 5.344
H -6.313 2.003 3.817
H -5.784 3.356 4.643
H -3.315 3.277 3.757
H -3.746 1.867 2.841
Br -0.443 1.155 -1.004
C 1.180 0.376 -0.222
C 0.766 -1.098 0.249
Br 2.463 -1.856 1.042
H 1.375 0.995 0.654
H 1.919 0.371 -1.023
H 0.378 -1.731 -0.549
H 0.011 -1.157 1.032
Br -0.630 -2.297 -6.348
C -1.820 -3.001 -7.827
C -1.011 -3.366 -9.050
Br -2.076 -4.485 -10.297
H -2.564 -2.231 -8.029
H -2.421 -3.849 -7.497
H -0.138 -3.936 -8.732
H -0.672 -2.439 -9.513
Br 5.493 2.104 5.065
C 4.732 0.505 6.013
C 3.236 0.707 6.215
Br 2.770 2.499 7.069
H 5.226 0.405 6.979
H 4.928 -0.396 5.431
H 2.810 -0.189 6.666
H 2.703 0.740 5.265
Br -0.266 10.193 -1.416
C 0.922 9.256 -0.168
C 0.115 8.376 0.825
Br 1.416 6.973 1.496
H 1.471 10.058 0.326
H 1.544 8.654 -0.831
H -0.723 7.875 0.340
H -0.362 8.924 1.637
Br -4.051 3.347 -5.814
C -5.351 4.406 -4.726
C -5.243 5.909 -5.127
Br -6.421 6.900 -3.910
H -4.996 4.346 -3.698
H -6.372 4.037 -4.820
H -5.628 6.056 -6.136
H -4.253 6.348 -4.999
Br 7.046 -9.942 2.737
C 6.417 -8.064 2.366
C 5.693 -7.488 3.606
Br 4.030 -8.464 3.933
H 5.717 -8.048 1.531
H 7.225 -7.398 2.063
H 5.497 -6.428 3.447
H 6.372 -7.566 4.455
Br 5.822 -1.839 -6.365
C 6.495 -0.982 -4.703
C 7.504 -1.842 -3.992
Br 6.662 -3.543 -3.324
H 5.615 -0.764 -4.098
H 6.907 -0.010 -4.976
H 8.080 -1.287 -3.252
H 8.388 -2.057 -4.592
```

Properties
ΔE to the lowest compared entry with this formula, charge and spin	81.7	kcal/mol
total energy	-1280013.16135	eV
SMILES string	BrCCBr.BrCCBr.BrCCBr.BrCCBr.BrCCBr.BrCCBr.BrCCBr.BrCCBr.BrCCBr

C18H36Br2ClI2O15P3 as an isolated structure. Source: OMol25; level of theory: wB97M-V/def2-TZVPD.

XYZ file:
```
77
C18H36Br2ClI2O15P3 wB97M-V/def2-TZVPD
C -1.190 -0.149 4.869
C -0.839 1.093 4.047
Br -2.317 2.123 3.303
C 0.440 1.450 3.898
Br 0.794 3.082 2.873
C 1.688 0.781 4.470
O 1.719 0.463 5.877
C 3.086 0.154 6.018
O 3.747 0.463 6.898
O 3.465 -0.534 4.874
C 2.341 -0.530 3.943
Cl 1.552 -2.108 4.427
C 3.075 -0.569 2.530
I 3.486 -2.693 2.076
C 2.237 -0.001 1.310
C 3.283 0.611 0.309
I 1.238 -1.565 0.150
H -0.660 -0.131 5.837
H -2.270 -0.269 5.056
H -0.874 -1.032 4.280
H 2.482 1.555 4.355
H 4.095 -0.151 2.587
H 1.447 0.718 1.570
H 2.789 1.023 -0.586
H 3.825 1.408 0.858
H 3.994 -0.196 0.045
C -2.970 -0.305 -2.812
O -3.459 -1.208 -1.814
P -3.781 -0.506 -0.308
O -2.351 -0.348 0.101
O -4.379 -1.930 0.242
C -5.212 -2.736 -0.595
O -4.326 0.290 1.072
C -5.742 0.500 1.190
H -2.826 -0.865 -3.734
H -3.694 0.490 -2.996
H -2.015 0.126 -2.506
H -4.601 -3.485 -1.101
H -5.743 -2.140 -1.336
H -5.942 -3.249 0.032
H -6.241 -0.435 1.455
H -6.157 0.888 0.258
H -5.915 1.230 1.980
C -8.923 3.342 -3.473
O -7.625 3.811 -3.091
P -6.343 3.210 -4.014
O -6.338 1.820 -3.457
O -5.297 4.177 -3.208
C -5.666 5.512 -2.848
O -5.185 2.917 -5.201
C -4.890 4.001 -6.096
H -9.658 3.816 -2.825
H -9.140 3.617 -4.506
H -8.992 2.260 -3.355
H -6.053 5.519 -1.829
H -6.414 5.923 -3.525
H -4.775 6.140 -2.887
H -4.281 4.752 -5.589
H -5.807 4.460 -6.468
H -4.330 3.605 -6.941
C 5.929 -4.415 -0.715
O 7.240 -4.131 -1.212
P 7.996 -2.799 -0.495
O 7.183 -1.731 -1.158
O 9.375 -3.100 -1.325
C 9.819 -4.443 -1.535
O 8.808 -1.765 0.558
C 9.696 -2.379 1.504
H 5.552 -5.300 -1.225
H 5.967 -4.618 0.356
H 5.253 -3.580 -0.908
H 9.465 -4.794 -2.505
H 9.465 -5.115 -0.754
H 10.909 -4.451 -1.538
H 10.611 -2.705 1.006
H 9.218 -3.231 1.992
H 9.951 -1.641 2.263
```

Properties
total energy	-246631.37712	eV